Record 1
{"formula": "C23H38BBrFO13P", "method": "the ωB97M-V functional and the def2-TZVPD basis", "e_homo_ev": -8.110, "lumo_ev": 0.24, "spin_multiplicity": 1, "smiles": "CCP(C)[C@H]1[C@H](C[C@@H](C)F)OC(=O)[C@]1(Br)CB(O)O.C[C@@H]1COC(=O)O1.C[C@@H]1COC(=O)O1.C[C@@H]1COC(=O)O1", "elements": ["C", "C", "P", "C", "C", "C", "C", "C", "C", "F", "O", "C", "O", "C", "Br", "C", "B", "O", "O", "H", "H", "H", "H", "H", "H", "H", "H", "H", "H", "H", "H", "H", "H", "H", "H", "H", "H", "H", "H", "C", "C", "C", "O", "C", "O", "O", "H", "H", "H", "H", "H", "H", "C", "C", "C", "O", "C", "O", "O", "H", "H", "H", "H", "H", "H", "C", "C", "C", "O", "C", "O", "O", "H", "H", "H", "H", "H", "H"], "coordinates": [[1.10, -0.47, 4.71], [1.76, -1.59, 3.91], [1.09, -1.84, 2.21], [-0.57, -2.55, 2.51], [1.01, -0.08, 1.52], [2.07, -0.09, 0.37], [3.44, 0.60, 0.46], [3.74, 1.74, 1.43], [3.03, 3.08, 1.28], [3.67, 1.29, 2.73], [1.35, 0.02, -0.91], [0.07, -0.34, -0.64], [-0.63, -1.03, -1.32], [-0.20, 0.37, 0.67], [-1.98, 0.12, 1.47], [-0.22, 1.85, 0.32], [-1.49, 2.25, -0.53], [-1.87, 1.59, -1.67], [-2.21, 3.37, -0.15], [1.56, 0.49, 4.50], [1.28, -0.66, 5.76], [0.03, -0.45, 4.58], [2.83, -1.53, 3.89], [1.52, -2.53, 4.40], [-1.12, -2.04, 3.30], [-0.46, -3.60, 2.74], [-1.14, -2.47, 1.60], [1.09, 0.66, 2.29], [2.37, -1.12, 0.32], [4.12, -0.19, 0.76], [3.75, 0.88, -0.53], [4.79, 1.97, 1.27], [3.76, 3.85, 1.48], [2.19, 3.21, 1.95], [2.75, 3.20, 0.24], [-0.25, 2.44, 1.21], [0.65, 2.14, -0.25], [-2.43, 0.83, -1.48], [-2.61, 3.20, 0.71], [0.01, -3.51, -2.68], [0.36, -4.69, -3.55], [-0.80, -5.60, -3.88], [-0.12, -6.86, -4.11], [1.01, -6.85, -3.37], [1.70, -7.80, -3.17], [1.24, -5.61, -2.87], [-0.48, -3.83, -1.76], [0.91, -2.97, -2.39], [-0.65, -2.83, -3.20], [0.86, -4.35, -4.46], [-1.35, -5.29, -4.76], [-1.49, -5.73, -3.05], [1.14, 7.44, 5.29], [0.95, 6.34, 4.28], [-0.43, 5.74, 4.24], [-0.16, 4.41, 3.75], [1.10, 4.09, 4.14], [1.58, 3.00, 4.06], [1.74, 5.18, 4.62], [0.85, 7.11, 6.29], [2.18, 7.74, 5.35], [0.54, 8.31, 5.02], [1.27, 6.68, 3.29], [-1.11, 6.26, 3.57], [-0.89, 5.66, 5.23], [-2.93, -1.35, -6.87], [-3.64, -2.42, -6.08], [-4.72, -1.92, -5.15], [-4.74, -2.94, -4.14], [-3.50, -3.48, -4.09], [-3.12, -4.22, -3.24], [-2.76, -3.06, -5.15], [-2.52, -0.58, -6.20], [-2.09, -1.77, -7.42], [-3.61, -0.88, -7.58], [-4.03, -3.19, -6.76], [-5.70, -1.83, -5.63], [-4.46, -0.97, -4.68]]}

***

Record 2
{"formula": "C23H38FeN4SeSi3", "method": "the ωB97M-V functional and the def2-TZVPD basis", "s2": 6.0187, "e_homo_ev": [-7.307, -7.665], "lumo_ev": [0.27, 0.25], "spin_multiplicity": 5, "elements": ["Fe", "C", "Si", "C", "C", "C", "Si", "C", "C", "C", "Si", "C", "C", "C", "C", "C", "C", "C", "N", "H", "H", "H", "H", "H", "H", "H", "H", "H", "H", "H", "H", "H", "H", "H", "H", "H", "H", "H", "H", "H", "H", "H", "H", "H", "H", "H", "H", "C", "C", "N", "C", "C", "N", "H", "H", "H", "H", "H", "H", "Se", "C", "C", "C", "N", "C", "C", "H", "H", "H", "H"], "coordinates": [[10.45, 10.58, 9.38], [11.07, 7.78, 6.07], [11.85, 7.77, 7.77], [10.76, 6.75, 8.92], [13.45, 6.89, 7.35], [12.15, 9.48, 8.58], [13.12, 10.72, 7.39], [14.94, 10.16, 7.06], [13.32, 12.47, 7.95], [12.09, 10.92, 5.78], [12.87, 9.36, 10.28], [14.00, 10.85, 10.78], [13.98, 7.87, 10.76], [11.47, 9.29, 11.54], [11.70, 9.00, 12.88], [10.69, 9.01, 13.83], [9.37, 9.34, 13.43], [9.20, 9.69, 12.08], [10.22, 9.65, 11.14], [10.63, 6.81, 5.83], [11.80, 8.08, 5.28], [10.24, 8.50, 6.01], [10.33, 5.92, 8.25], [9.90, 7.30, 9.32], [11.31, 6.28, 9.70], [14.15, 6.64, 8.16], [14.04, 7.46, 6.59], [13.10, 5.94, 6.91], [15.51, 9.79, 7.95], [15.56, 10.98, 6.63], [15.01, 9.33, 6.30], [12.76, 12.67, 8.89], [13.04, 13.19, 7.19], [14.39, 12.67, 8.24], [12.35, 10.25, 4.93], [12.18, 11.98, 5.38], [11.00, 10.80, 5.91], [14.91, 11.00, 10.10], [14.45, 10.73, 11.79], [13.45, 11.84, 10.73], [14.79, 7.86, 10.01], [13.42, 6.93, 10.70], [14.49, 7.99, 11.73], [12.69, 8.71, 13.15], [10.91, 8.79, 14.90], [8.53, 9.30, 14.12], [8.16, 9.90, 11.77], [7.27, 12.23, 8.44], [7.73, 10.93, 7.83], [8.70, 10.10, 8.30], [8.47, 8.87, 7.67], [7.43, 8.98, 6.83], [7.02, 10.31, 6.88], [6.16, 12.29, 8.27], [7.74, 13.13, 8.01], [7.50, 12.18, 9.52], [8.97, 7.98, 7.96], [6.86, 8.27, 6.25], [6.31, 10.81, 6.28], [10.13, 12.69, 10.40], [10.27, 14.24, 9.25], [10.35, 14.28, 7.84], [10.42, 15.56, 7.22], [10.18, 16.72, 7.85], [10.19, 16.66, 9.18], [10.17, 15.47, 9.91], [10.40, 13.43, 7.20], [10.47, 15.62, 6.14], [10.17, 17.63, 9.74], [9.95, 15.51, 10.95]]}

***

Record 3
{"formula": "C23H38N2O7OsSSi", "method": "the ωB97M-V functional and the def2-TZVPD basis", "e_homo_ev": [-14.211, -14.206], "lumo_ev": [-7.44, -7.43], "charge": 2, "spin_multiplicity": 1, "elements": ["Os", "O", "C", "O", "C", "O", "C", "C", "O", "O", "H", "H", "H", "H", "H", "O", "S", "C", "C", "C", "C", "H", "H", "H", "H", "H", "H", "H", "H", "O", "C", "C", "C", "C", "C", "C", "N", "H", "H", "H", "H", "H", "H", "H", "H", "H", "H", "H", "C", "Si", "C", "C", "N", "C", "C", "C", "C", "C", "C", "H", "H", "H", "H", "H", "H", "H", "H", "H", "H", "H", "H", "H", "H"], "coordinates": [[0.20, -0.25, -0.26], [2.97, -3.23, 0.97], [1.89, -2.76, 0.42], [1.78, -1.54, 0.21], [0.94, -3.85, -0.01], [-0.31, -3.41, -0.40], [-1.27, -3.37, 0.66], [-1.06, -2.26, 1.67], [-1.13, -2.47, 2.85], [-0.86, -1.02, 1.22], [3.58, -2.51, 1.19], [0.90, -4.60, 0.79], [1.44, -4.32, -0.86], [-1.27, -4.32, 1.19], [-2.24, -3.24, 0.18], [-1.34, 1.10, -0.27], [-1.15, 2.55, -0.83], [-2.86, 2.96, -1.30], [-3.43, 3.89, -0.22], [-2.64, 3.64, 1.06], [-1.18, 3.60, 0.63], [-3.35, 1.99, -1.34], [-2.84, 3.39, -2.30], [-4.50, 3.71, -0.10], [-3.31, 4.93, -0.53], [-2.92, 2.69, 1.51], [-2.81, 4.42, 1.80], [-0.46, 3.18, 1.32], [-0.83, 4.58, 0.28], [0.89, 1.02, 1.41], [0.96, 0.64, 2.60], [0.32, 1.41, 3.70], [1.40, 2.45, 4.10], [2.81, 1.90, 4.37], [3.61, 1.41, 3.15], [3.25, 0.01, 2.65], [1.84, -0.32, 2.98], [0.10, 0.75, 4.54], [-0.60, 1.89, 3.37], [1.04, 2.97, 4.98], [1.47, 3.20, 3.30], [2.77, 1.12, 5.14], [3.38, 2.71, 4.83], [4.68, 1.42, 3.40], [3.49, 2.14, 2.34], [3.86, -0.76, 3.13], [3.39, -0.08, 1.57], [1.73, -0.55, 3.95], [2.18, -2.05, -3.07], [1.10, -0.54, -2.97], [1.81, 0.85, -1.88], [0.64, 0.16, -4.62], [-0.32, -0.91, -1.92], [-1.56, -1.37, -2.35], [-2.69, -1.27, -1.53], [-3.90, -1.77, -1.97], [-3.99, -2.40, -3.21], [-2.87, -2.51, -4.02], [-1.66, -1.99, -3.61], [2.88, -1.95, -3.90], [1.57, -2.94, -3.28], [2.76, -2.22, -2.17], [2.89, 0.84, -2.04], [1.81, 0.83, -0.76], [1.42, 1.82, -2.19], [1.38, 0.91, -4.91], [-0.34, 0.66, -4.60], [0.62, -0.60, -5.40], [-2.61, -0.79, -0.56], [-4.77, -1.69, -1.33], [-4.94, -2.80, -3.54], [-2.95, -3.00, -4.98], [-0.80, -2.10, -4.24]]}